(1)
Here is a molecular structure, C9H14BaN2P at a distorted geometry from the OMol25 dataset. Energies are from ωB97M-V with the def2-TZVPD basis set.

XYZ file:
```
27
C9H14BaN2P (ωB97M-V with the def2-TZVPD basis set)
C 0.26400 0.10210 -2.35624
C -0.76490 -0.73060 -2.79713
C -0.23831 -1.98813 -3.20708
C 1.17807 -1.99590 -3.06454
C 1.61473 -0.78166 -2.52703
Ba 2.54814 1.58156 0.14866
P -0.17812 2.97521 0.37621
H 0.22215 1.15076 -2.04464
H -1.81991 -0.45638 -2.82072
H -0.83208 -2.81817 -3.58797
H 2.63460 -0.42388 -2.34286
H 1.82989 -2.82942 -3.32776
H -0.43932 3.83532 1.49856
H -1.55263 2.66364 0.13427
H -0.12210 4.05633 -0.57719
C -1.34406 0.30310 3.41516
N -0.45349 -0.21188 2.37849
C -0.58862 -1.39414 1.66277
C 0.46489 -1.45662 0.80283
N 1.23124 -0.31421 0.96730
C 0.65642 0.40101 1.94226
H -2.19801 -0.37450 3.51890
H -0.81382 0.36753 4.37552
H -1.70232 1.30555 3.14226
H -1.40177 -2.08641 1.82754
H 0.74226 -2.20230 0.07782
H 1.06308 1.32207 2.38463
```

Summary:
- Multiplicity: 1
- M: 318.53 g mol⁻¹
- LUMO: 2.28 eV
- Charge: -1
- Frontier orbital gap: 3.10 eV

(2)
Here is a single C4H9N3O molecule at a distorted geometry from the OMol25 dataset. Energies are from ωB97M-V with the def2-TZVPD basis set.

XYZ file:
```
17
C4H9N3O (ωB97M-V with the def2-TZVPD basis set)
C 1.15568 -0.04151 -1.72059
C -0.27893 0.07761 0.95909
C -0.93241 0.33213 -0.26282
N 1.68680 -0.90244 1.66302
N -2.26482 0.77410 -0.30418
C -0.24460 -0.32596 -1.28269
O -0.50332 0.74093 2.14218
N 0.57762 -0.91913 0.85421
H -0.98614 1.55288 1.94805
H 1.95584 -1.84030 1.92463
H 1.64670 -0.26817 2.45559
H -2.89400 0.46190 0.42192
H -2.59984 1.06471 -1.20828
H -0.85810 -0.76362 -2.07173
H 1.72384 0.42104 -0.91612
H 1.65667 -0.97091 -2.00098
H 1.15902 0.60673 -2.60129
```

Summary:
- Multiplicity: 1
- M: 115.14 g mol⁻¹
- Structure (SMILES): C/C=C(N)\C(O)=N\N
- LUMO (alpha / beta): 0.78 / 0.78 eV
- Frontier orbital gap (alpha / beta): 8.25 / 8.25 eV

(3)
Here is a single C4H4O2 molecule from the OMol25 dataset. Energies are from ωB97M-V with the def2-TZVPD basis set.

XYZ file:
```
10
C4H4O2 (ωB97M-V with the def2-TZVPD basis set)
O -2.01097 -0.79140 -0.17518
C -1.44609 0.45700 -0.43583
C -0.00571 0.60089 -0.71334
O 0.55615 -0.62478 -0.47870
C 1.70063 -0.42437 0.16119
C 2.57405 -0.10493 0.91765
H -1.28064 -1.41383 -0.04648
H -1.49989 1.13736 0.45219
H -1.96700 0.99198 -1.23641
H 3.37949 0.17210 1.55490
```

Summary:
- Multiplicity: 1
- M: 84.07 g mol⁻¹
- LUMO: -0.02 eV
- Frontier orbital gap: 9.48 eV

Number 1: electronic energy -22518.10222 eV. Number 2: electronic energy -10809.03228 eV. Number 3: electronic energy -8301.47582 eV.